Molecular formula: C27H41F9OOsP2
Method: DFT, ωB97M-V/def2-TZVPD

Computed properties:
* largest force on an atom: 3.1 eV Å⁻¹
* Kohn-Sham gap (alpha / beta): 5.99 / 5.72 eV
* spin multiplicity: 5
* charge: +2

```
81
Properties=species:S:1:pos:R:3:mulliken_spin:R:1
Os 0.173 -1.076 0.470 1.5808
C -0.879 -2.434 1.778 -0.0527
C 0.444 -2.893 1.378 0.1362
C 0.692 -1.059 2.783 -0.0505
C -0.702 -1.333 2.677 0.4692
C 1.411 -2.014 1.995 0.0435
C -2.175 -3.153 1.569 0.0149
H -2.132 -3.815 0.700 0.0031
H -3.003 -2.443 1.451 -0.0030
H -2.411 -3.768 2.449 0.0007
C -1.754 -0.732 3.536 -0.0372
H -2.753 -0.883 3.106 0.0019
H -1.540 0.335 3.666 0.0096
H -1.793 -1.167 4.549 0.0177
C 1.322 -0.136 3.771 0.0159
H 1.545 -0.627 4.736 -0.0026
H 0.641 0.695 3.990 -0.0045
H 2.278 0.238 3.381 0.0021
C 2.888 -2.240 2.086 -0.0229
H 3.118 -2.780 3.016 0.0077
H 3.426 -1.285 2.146 0.0040
H 3.249 -2.841 1.247 0.0029
C 0.782 -4.188 0.721 -0.0114
H 1.144 -4.874 1.500 0.0049
H 1.575 -4.066 -0.030 -0.0002
H -0.089 -4.625 0.223 0.0009
C -1.368 1.166 -3.114 0.6575
C -1.845 -0.187 -3.043 0.1334
C -1.448 -1.177 -4.181 0.0113
C 0.065 -1.262 -4.453 -0.0008
C 0.978 -0.730 -3.345 -0.0361
C 1.471 0.531 -3.316 0.1021
C 0.980 1.669 -4.125 0.0232
C -0.593 1.738 -4.236 0.0245
H -1.972 -0.852 -5.095 0.0080
H 0.324 -0.759 -5.403 0.0009
H -1.840 -2.180 -3.956 -0.0028
H -0.904 1.252 -5.180 0.0148
H -1.816 1.917 -2.444 -0.0038
H -2.944 -0.321 -2.880 0.0118
H -0.866 2.807 -4.298 0.0077
H 1.347 2.614 -3.700 0.0070
H 2.438 0.716 -2.864 -0.0020
H 1.394 1.614 -5.140 -0.0101
H 0.314 -2.328 -4.596 -0.0004
H 1.509 -1.529 -2.803 0.0130
P -1.244 -0.189 -1.305 0.2550
C -2.836 0.270 -0.582 -0.0168
C -0.967 -2.004 -1.453 0.0841
P 1.819 0.471 -0.116 0.2139
C 0.197 1.017 -0.893 0.2593
C 3.021 -0.702 -0.881 0.1335
C 2.861 1.781 0.500 0.0272
H -2.774 1.128 0.091 -0.0012
H -3.309 -0.562 -0.049 0.0012
H -3.505 0.567 -1.400 -0.0031
H -0.288 -2.164 -2.294 -0.0068
H -1.937 -2.478 -1.702 0.0012
H -0.519 -2.647 -0.672 -0.0284
H 2.828 2.596 -0.238 0.0060
H 3.890 1.409 0.601 0.0013
H 2.480 2.121 1.470 -0.0035
H -0.204 1.902 -0.404 0.0070
H 0.571 1.347 -1.860 -0.0615
H 3.857 -0.868 -0.179 0.0091
H 3.410 -0.291 -1.820 0.0025
H 2.545 -1.681 -1.070 -0.0523
F -0.304 4.480 4.070 0.0008
C -0.145 3.181 3.700 0.0059
F 1.161 2.863 3.880 -0.0004
F -0.852 2.418 4.595 0.0003
C -0.596 2.893 2.227 -0.0047
O -0.167 1.706 1.864 0.0788
C -2.174 3.033 2.164 -0.0066
F -2.687 4.042 2.906 0.0000
F -2.568 3.236 0.871 0.0000
F -2.794 1.894 2.576 0.0011
C -0.016 4.138 1.380 0.0045
F -0.660 5.314 1.613 0.0007
F 1.309 4.324 1.660 -0.0002
F -0.083 3.920 0.028 0.0017
```